## i
Below is the ion C4H7ClN3 with charge +1, with properties calculated with ωB97M-V/def2-TZVPD.

The HOMO energy is -12.135 eV. As for the frontier orbital gap: 6.86 eV.

ORCA input file:
```
! wB97M-V def2-TZVPD RIJCOSX def2/J DEFGRID3
* xyz 1 1
C 0.410 0.518 1.722
C -0.528 0.609 -1.559
C -0.687 0.849 0.789
C 2.118 -1.199 1.065
N 1.207 -0.416 1.508
N -0.951 0.162 -0.367
N -1.103 -0.003 -2.596
Cl 3.410 -0.688 0.046
H 0.195 0.945 2.666
H -1.460 0.767 1.568
H -0.522 1.934 0.515
H 2.148 -2.301 1.208
H -1.652 -0.595 -0.497
H -0.874 0.229 -3.532
H -1.712 -0.812 -2.535
*
```

These are the natural (NBO) partial charges, in e, on atoms 1 to 6: 0.30 0.18 -0.28 0.17 -0.31 -0.65

=====

## ii
Below is a cluster of 2 separate species, C4H7ClN3 in total, with properties calculated with ωB97M-V/def2-TZVPD.

The HOMO energy is -14.070 eV. As for the frontier orbital gap: 9.07 eV.

ORCA input file:
```
! wB97M-V def2-TZVPD RIJCOSX def2/J DEFGRID3
* xyz 1 1
C 0.456 1.448 -1.090
C 0.704 1.238 0.317
C -1.090 -2.005 1.061
C -0.308 0.547 -1.814
N -0.449 -1.173 1.576
N -1.713 -3.033 0.477
N 1.511 1.928 1.038
Cl 2.355 3.280 0.270
H 1.113 2.137 -1.612
H 0.235 0.418 1.036
H -0.861 -0.182 -1.377
H -0.316 0.720 -2.927
H -2.493 -3.507 0.937
H -0.937 -3.600 0.069
H 1.794 1.783 2.039
*
```

These are the natural (NBO) partial charges, in e, on atoms 1 to 6: -0.34 0.19 0.50 -0.13 -0.47 -0.84

=====

It turns out ii is the most stable, with the second structure 0.400 eV higher.